Formula: C32H88N8O8
Source: the Open Molecules 2025 dataset
Level of theory: ωB97M-V/def2-TZVPD

Last column: Mulliken charge in e.
CARTESIAN COORDINATES (ANGSTROEM)
C -4.633 -6.438 -2.885  -0.829
O -5.791 -7.156 -2.559  -0.305
C -6.643 -6.273 -1.833  -0.669
C -8.026 -7.036 -1.471  0.355
C -9.019 -7.135 -2.675  -1.435
N -8.733 -6.312 -0.418  -0.750
H -3.878 -7.102 -3.305  0.299
H -4.034 -5.988 -2.094  0.319
H -4.740 -5.725 -3.703  0.332
H -6.105 -5.936 -0.946  0.399
H -6.791 -5.397 -2.465  0.300
H -7.817 -7.998 -1.002  0.324
H -9.159 -6.160 -3.142  0.361
H -9.985 -7.549 -2.385  0.423
H -8.585 -7.825 -3.398  0.325
H -9.531 -6.873 -0.156  0.268
H -9.203 -5.557 -0.897  0.283
C -1.487 -1.124 -10.340  -0.668
O -0.684 -0.041 -10.662  -0.355
C -0.836 1.215 -9.978  -0.491
C -2.242 1.866 -10.098  0.656
C -2.603 2.140 -11.564  -1.409
N -2.353 3.101 -9.353  -0.721
H -1.270 -1.645 -9.407  0.271
H -1.188 -1.890 -11.055  0.245
H -2.534 -0.903 -10.543  0.284
H -0.625 1.028 -8.925  0.253
H 0.014 1.794 -10.341  0.291
H -3.065 1.213 -9.809  0.123
H -2.652 1.211 -12.132  0.297
H -1.949 2.912 -11.970  0.363
H -3.593 2.592 -11.619  0.406
H -3.215 3.600 -9.520  0.235
H -2.327 3.060 -8.344  0.220
C -5.900 0.241 4.080  -0.732
O -5.776 0.568 5.486  -0.312
C -5.115 1.835 5.710  -0.599
C -4.922 2.131 7.216  0.570
C -6.270 2.223 7.882  -1.504
N -4.230 3.364 7.424  -0.703
H -6.431 0.992 3.495  0.305
H -6.562 -0.617 3.961  0.268
H -4.940 -0.023 3.636  0.279
H -4.089 1.798 5.343  0.252
H -5.829 2.529 5.267  0.326
H -4.391 1.330 7.731  0.247
H -6.928 2.905 7.344  0.347
H -6.247 2.602 8.904  0.430
H -6.774 1.257 7.923  0.327
H -3.229 3.238 7.449  0.255
H -4.547 3.647 8.340  0.244
C 2.067 1.562 6.456  -0.751
O 2.215 2.337 7.647  -0.323
C 2.352 1.538 8.833  -0.617
C 1.984 2.454 10.081  0.507
C 3.206 3.287 10.390  -1.370
N 1.602 1.659 11.184  -0.730
H 1.052 1.218 6.258  0.273
H 2.755 0.720 6.386  0.319
H 2.269 2.232 5.620  0.268
H 1.733 0.643 8.767  0.380
H 3.383 1.186 8.857  0.244
H 1.071 3.035 9.951  0.278
H 4.098 2.675 10.525  0.338
H 2.863 3.853 11.256  0.364
H 3.463 4.017 9.622  0.336
H 2.393 1.125 11.515  0.243
H 0.954 0.940 10.894  0.241
C -6.366 10.721 -1.340  -0.719
O -5.056 10.442 -0.982  -0.317
C -4.377 9.890 -2.003  -0.818
C -3.212 9.048 -1.458  0.421
C -2.084 8.745 -2.484  -1.345
N -3.637 7.756 -0.961  -0.752
H -6.335 11.314 -2.254  0.309
H -6.941 11.340 -0.651  0.257
H -6.916 9.788 -1.469  0.295
H -4.909 9.269 -2.724  0.430
H -3.869 10.698 -2.530  0.347
H -2.835 9.572 -0.580  0.357
H -2.610 8.215 -3.278  0.318
H -1.273 8.105 -2.137  0.343
H -1.710 9.651 -2.962  0.350
H -3.155 7.662 -0.079  0.272
H -4.575 7.848 -0.601  0.253
C 10.960 -2.854 -2.573  -0.711
O 11.921 -2.664 -1.584  -0.304
C 13.205 -3.287 -1.913  -0.793
C 14.307 -2.904 -0.954  0.565
C 15.758 -3.254 -1.450  -1.424
N 14.185 -3.624 0.242  -0.731
H 11.335 -2.492 -3.530  0.299
H 10.110 -2.194 -2.396  0.266
H 10.616 -3.885 -2.655  0.281
H 13.191 -4.373 -1.820  0.321
H 13.486 -2.894 -2.891  0.344
H 14.204 -1.835 -0.765  0.287
H 15.993 -4.319 -1.460  0.366
H 16.598 -2.769 -0.953  0.400
H 15.857 -2.843 -2.455  0.356
H 13.252 -3.417 0.570  0.243
H 14.883 -3.261 0.874  0.235
C 1.237 -1.030 -4.144  -0.645
O 0.069 -1.212 -3.372  -0.335
C -0.992 -0.293 -3.650  -0.717
C -0.681 1.201 -3.355  0.296
C -0.220 1.285 -1.861  -1.225
N -1.858 2.057 -3.515  -0.655
H 1.659 -0.070 -3.845  0.261
H 1.090 -1.038 -5.224  0.273
H 1.994 -1.763 -3.866  0.251
H -1.296 -0.390 -4.693  0.360
H -1.866 -0.545 -3.050  0.392
H 0.183 1.415 -3.984  0.231
H -0.148 2.305 -1.481  0.372
H 0.698 0.766 -1.587  0.311
H -0.964 0.816 -1.216  0.316
H -1.889 2.890 -2.945  0.255
H -2.670 1.560 -3.180  0.262
C 0.802 -4.531 4.781  -0.671
O 2.111 -4.244 4.162  -0.297
C 2.578 -5.313 3.322  -0.686
C 4.002 -4.930 2.822  0.473
C 4.748 -5.896 1.928  -1.530
N 4.875 -4.645 4.009  -0.693
H 0.040 -4.476 4.004  0.258
H 0.616 -3.855 5.616  0.235
H 0.941 -5.538 5.175  0.303
H 2.588 -6.259 3.865  0.347
H 1.903 -5.495 2.486  0.380
H 3.945 -3.971 2.306  0.238
H 5.796 -5.606 1.861  0.409
H 4.331 -5.887 0.921  0.380
H 4.726 -6.896 2.362  0.360
H 5.267 -5.524 4.314  0.239
H 4.388 -4.256 4.804  0.254

Output
* HOMO level: -9.1 eV
* energy above the lowest of the compared OMol25 structures with the same formula, charge and spin: 115.77 kcal per mole
* structure (SMILES): COC[C@H](C)N.COC[C@H](C)N.COC[C@H](C)N.COC[C@H](C)N.COC[C@H](C)N.COC[C@H](C)N.COC[C@H](C)N.COC[C@H](C)N
* orbital gap: 9.528 eV

***

Formula: C32H88N8O8
Source: the Open Molecules 2025 dataset
Level of theory: ωB97M-V/def2-TZVPD

Last column: Mulliken charge in e.
CARTESIAN COORDINATES (ANGSTROEM)
C -7.452 -5.244 -0.264  -0.726
O -7.481 -5.477 1.159  -0.315
C -8.176 -6.630 1.508  -0.704
C -9.628 -6.217 1.826  0.684
C -9.636 -5.489 3.177  -1.483
N -10.575 -7.350 1.733  -0.756
H -6.938 -4.295 -0.417  0.233
H -8.422 -5.317 -0.755  0.318
H -6.818 -6.011 -0.708  0.299
H -8.118 -7.378 0.717  0.342
H -7.716 -7.180 2.330  0.386
H -9.929 -5.381 1.194  0.146
H -9.037 -4.579 3.156  0.314
H -9.256 -6.129 3.974  0.341
H -10.642 -5.181 3.464  0.369
H -11.454 -6.854 1.714  0.292
H -10.518 -7.807 0.834  0.256
C -4.106 0.803 -0.955  -0.744
O -2.760 0.474 -1.211  -0.289
C -2.143 1.288 -2.207  -0.633
C -0.667 1.070 -2.371  0.622
C 0.171 1.401 -1.110  -1.386
N 0.001 1.720 -3.531  -0.770
H -4.184 1.655 -0.279  0.290
H -4.471 -0.086 -0.440  0.229
H -4.681 1.016 -1.856  0.337
H -2.551 1.053 -3.191  0.262
H -2.397 2.337 -2.059  0.352
H -0.518 0.012 -2.588  0.215
H -0.086 0.786 -0.248  0.292
H 0.055 2.454 -0.856  0.307
H 1.253 1.296 -1.182  0.396
H -0.385 1.295 -4.362  0.256
H 0.962 1.433 -3.649  0.263
C 5.092 -3.146 -0.110  -0.768
O 4.621 -4.010 0.852  -0.308
C 3.244 -4.309 0.768  -0.664
C 2.965 -5.131 1.973  0.791
C 3.795 -6.373 2.102  -1.527
N 1.582 -5.531 2.043  -0.761
H 5.037 -2.136 0.294  0.263
H 4.567 -3.176 -1.065  0.319
H 6.126 -3.387 -0.355  0.249
H 2.650 -3.398 0.824  0.327
H 3.011 -4.698 -0.223  0.385
H 3.266 -4.553 2.847  0.089
H 4.859 -6.139 2.090  0.331
H 3.576 -7.125 1.344  0.368
H 3.587 -6.951 3.003  0.385
H 1.026 -4.696 2.162  0.243
H 1.377 -6.044 2.888  0.277
C 0.962 -1.040 -8.775  -0.644
O 1.318 -2.192 -7.976  -0.324
C 0.148 -2.861 -7.434  -0.606
C 0.618 -4.123 -6.642  0.535
C 1.398 -5.253 -7.430  -1.333
N -0.457 -4.830 -5.910  -0.791
H 0.099 -1.211 -9.419  0.308
H 1.849 -0.800 -9.361  0.230
H 0.749 -0.245 -8.060  0.225
H -0.540 -2.212 -6.893  0.328
H -0.414 -3.181 -8.312  0.309
H 1.280 -3.790 -5.844  0.222
H 2.346 -4.903 -7.839  0.313
H 0.817 -5.581 -8.292  0.321
H 1.596 -6.130 -6.814  0.369
H 0.027 -5.421 -5.250  0.276
H -0.905 -4.183 -5.277  0.260
C -3.815 7.812 1.458  -0.731
O -2.462 7.845 0.981  -0.315
C -2.352 7.722 -0.441  -0.807
C -0.882 7.886 -0.782  0.621
C -0.362 9.305 -0.482  -1.355
N -0.653 7.510 -2.169  -0.699
H -3.999 8.142 2.480  0.263
H -4.214 6.814 1.277  0.274
H -4.392 8.514 0.855  0.307
H -2.754 6.758 -0.753  0.346
H -3.000 8.294 -1.106  0.431
H -0.319 7.181 -0.171  0.177
H -0.488 9.514 0.581  0.310
H -0.967 10.017 -1.043  0.337
H 0.705 9.375 -0.697  0.397
H 0.255 7.727 -2.556  0.224
H -0.811 6.514 -2.214  0.218
C 3.693 0.747 5.518  -0.610
O 4.612 0.297 6.484  -0.384
C 4.208 -0.646 7.451  -0.747
C 3.037 -0.097 8.295  0.516
C 3.512 1.152 9.102  -1.352
N 2.663 -1.264 9.144  -0.641
H 3.279 -0.117 4.999  0.275
H 4.232 1.338 4.777  0.245
H 2.932 1.398 5.947  0.258
H 3.928 -1.536 6.887  0.355
H 5.029 -0.954 8.098  0.361
H 2.114 0.180 7.787  0.288
H 4.148 1.822 8.524  0.312
H 4.074 0.921 10.007  0.348
H 2.656 1.741 9.431  0.337
H 1.865 -1.126 9.748  0.222
H 3.397 -1.654 9.718  0.219
C 8.996 6.565 -7.165  -0.782
O 7.911 6.470 -6.231  -0.352
C 7.767 5.106 -5.925  -0.591
C 6.390 4.697 -5.297  0.228
C 6.186 5.305 -3.919  -1.273
N 6.294 3.222 -5.112  -0.660
H 9.881 5.971 -6.935  0.341
H 9.180 7.638 -7.109  0.268
H 8.726 6.426 -8.212  0.307
H 8.163 4.463 -6.711  0.422
H 8.435 4.830 -5.109  0.249
H 5.597 4.930 -6.007  0.392
H 6.200 6.388 -4.039  0.330
H 7.016 4.995 -3.284  0.285
H 5.175 5.240 -3.519  0.346
H 7.114 2.792 -4.709  0.241
H 6.132 2.824 -6.026  0.250
C -2.887 1.989 5.204  -0.800
O -1.982 0.961 5.425  -0.291
C -1.903 -0.052 4.347  -0.834
C -3.030 -1.054 4.500  0.701
C -2.855 -1.902 5.673  -1.368
N -2.935 -1.898 3.275  -0.723
H -3.878 1.664 5.521  0.282
H -2.909 2.354 4.177  0.346
H -2.666 2.788 5.912  0.233
H -1.926 0.498 3.406  0.324
H -0.939 -0.561 4.362  0.367
H -4.011 -0.580 4.465  0.343
H -3.263 -1.356 6.523  0.308
H -1.801 -2.120 5.851  0.280
H -3.360 -2.862 5.562  0.396
H -2.778 -1.362 2.433  0.182
H -3.869 -2.230 3.083  0.257

Output
* HOMO level: -9.0 eV
* energy above the lowest of the compared OMol25 structures with the same formula, charge and spin: 109.52 kcal per mole
* structure (SMILES): COC[C@H](C)N.COC[C@H](C)N.COC[C@H](C)N.COC[C@H](C)N.COC[C@H](C)N.COC[C@H](C)N.COC[C@H](C)N.COC[C@H](C)N
* orbital gap: 9.190 eV